1.
A gas-phase ion, C7H10 (charge +1) in a non-equilibrium geometry, computed with the ωB97M-V functional and the def2-TZVPD basis.

The geometry in ORCA input format:
```
! RIJCOSX wB97M-V def2-TZVPD def2/J DEFGRID3
* xyz 1 2
C -2.09554 0.20611 -1.77734
C -3.41130 -0.07560 -1.79566
C -0.09519 0.25742 -0.42135
C -1.45076 0.13485 -0.46239
C 2.90099 -0.31240 1.92361
C 2.15703 0.10045 0.69952
C 0.79762 0.10580 0.67483
H -1.42636 0.33296 -2.61439
H -3.81655 -0.41293 -0.85146
H -4.05577 -0.02185 -2.66107
H 0.40959 0.56420 -1.33708
H -2.07040 -0.08155 0.39651
H 2.56551 -1.29130 2.27081
H 3.96341 -0.21147 1.73963
H 2.58729 0.35812 2.73503
H 2.79539 0.41747 -0.11861
H 0.24504 -0.07028 1.59941
*
```

Values from the calculation:
Strongest force on any atom (eV/A): 3.3
E (a.u.): -272.3676
Energy relative to the best compared isomer or geometry (same formula, charge and spin) (kJ/mol): 0.0
E_HOMO (alpha / beta) (eV): -13.48 / -14.63
E_LUMO (alpha / beta) (eV): -4.9 / -7.3
HOMO-LUMO gap (alpha / beta) (hartree): 0.316 / 0.268

Löwdin atomic charge list, values in e, 6 entries: number 1, C, carries -0.0920; number 2, C, carries 0.1360; number 3, C, carries -0.0377; number 4, C, carries -0.0066; number 5, C, carries -0.0460; number 6, C, carries -0.0268

---

2.
A single C3H5NO molecule, computed with the ωB97M-V functional and the def2-TZVPD basis.

The geometry in ORCA input format:
```
! RIJCOSX wB97M-V def2-TZVPD def2/J DEFGRID3
* xyz 0 1
O -1.28430 0.72699 1.83305
C -0.59806 -0.26954 1.24753
N -0.01000 -0.09375 0.13617
C 0.76146 -0.66063 -0.93842
C 0.37997 0.80021 -0.88294
H -0.57414 -1.20274 1.79654
H 1.78610 -0.94303 -0.69380
H 0.21565 -1.41229 -1.51527
H -0.46875 1.08106 -1.51362
H -1.05741 1.54869 1.36505
*
```

Values from the calculation:
Strongest force on any atom (eV/A): 0.4
E (a.u.): -247.1621
Energy relative to the best compared isomer or geometry (same formula, charge and spin) (kJ/mol): 381.0
E_HOMO (eV): -7.33
E_LUMO (eV): 0.9
HOMO-LUMO gap (hartree): 0.302

Löwdin atomic charge list, values in e, 6 entries: number 1, O, carries 0.0627; number 2, C, carries -0.1758; number 3, N, carries -0.1484; number 4, C, carries -0.1415; number 5, C, carries -0.0981; number 6, H, carries 0.1444

---

3.
3 unconnected molecules or ions with the total composition C4H6O6 in a non-equilibrium geometry, computed with the ωB97M-V functional and the def2-TZVPD basis.

The geometry in ORCA input format:
```
! RIJCOSX wB97M-V def2-TZVPD def2/J DEFGRID3
* xyz -1 2
O -1.41384 -1.24189 -1.49208
H -1.86101 -2.10207 -1.40226
C 0.09149 -1.32284 -0.28369
C 0.63286 0.06409 -0.12151
O 1.57140 0.07068 0.96036
C 2.00887 1.24782 1.36443
O 1.91030 2.28827 0.75818
O 2.46649 1.12798 2.60620
H 0.79391 -2.03050 -0.74028
H -0.43763 -1.70020 0.59975
H -0.17283 0.78549 0.07758
H 1.14939 0.39055 -1.03822
H 2.93121 1.93750 2.85383
O -2.65137 1.12662 -1.19243
O -4.06186 -0.60290 -1.47410
C -2.95738 -0.03861 -1.47577
*
```

Values from the calculation:
Strongest force on any atom (eV/A): 3.8
E (a.u.): -607.4316
Energy relative to the best compared isomer or geometry (same formula, charge and spin) (kJ/mol): 177.3
E_HOMO (alpha / beta) (eV): -1.68 / -5.73
E_LUMO (alpha / beta) (eV): 2.9 / 2.8
HOMO-LUMO gap (alpha / beta) (hartree): 0.168 / 0.315

Löwdin atomic charge list, values in e, 6 entries: number 1, O, carries -0.2094; number 2, H, carries 0.0227; number 3, C, carries -0.0816; number 4, C, carries -0.2284; number 5, O, carries 0.0194; number 6, C, carries -0.6661

---

4.
A single CH2F3O2P molecule in a non-equilibrium geometry, computed with the ωB97M-V functional and the def2-TZVPD basis.

The geometry in ORCA input format:
```
! RIJCOSX wB97M-V def2-TZVPD def2/J DEFGRID3
* xyz 0 1
C 1.02144 0.78100 -0.02607
O -1.73541 -0.89538 -0.54888
O 0.67050 -0.48238 0.00031
F 1.83636 1.05987 -1.05088
F 1.57427 1.24548 1.07857
F -0.10680 1.54274 -0.08044
P -0.83089 -0.86553 0.79950
H -2.04461 -0.05340 -0.96858
H -0.38486 -2.33241 0.79645
*
```

Values from the calculation:
Strongest force on any atom (eV/A): 1.9
E (a.u.): -830.7710
Energy relative to the best compared isomer or geometry (same formula, charge and spin) (kJ/mol): 24.7
E_HOMO (eV): -10.14
SMILES string: OPOC(F)(F)F
E_LUMO (eV): 0.6
HOMO-LUMO gap (hartree): 0.394

Löwdin atomic charge list, values in e, 6 entries: number 1, C, carries -0.8461; number 2, O, carries -0.3506; number 3, O, carries -0.2090; number 4, F, carries 0.1699; number 5, F, carries 0.1602; number 6, F, carries 0.0705

---

5.
2 unconnected molecules or ions with the total composition C5H8BrI in a non-equilibrium geometry, computed with the ωB97M-V functional and the def2-TZVPD basis.

The geometry in ORCA input format:
```
! RIJCOSX wB97M-V def2-TZVPD def2/J DEFGRID3
* xyz 0 1
C -2.02035 -1.33800 1.29060
C -0.94187 0.23213 -0.35468
C 1.20802 -0.14399 -1.31077
C 0.98723 0.51049 1.11867
C 0.43817 0.72546 -0.29391
Br -3.78574 -1.20302 0.82686
I -2.37688 1.36447 -1.27404
H -1.61795 -2.26857 0.85423
H 2.24257 0.19028 -1.34844
H 0.77440 -0.04547 -2.30288
H 1.18159 -1.18868 -1.01462
H 0.51173 1.20504 1.80757
H 2.06256 0.68507 1.12877
H 0.77572 -0.50124 1.45494
H 0.56082 1.77604 -0.58230
*
```

Values from the calculation:
Strongest force on any atom (eV/A): 1.9
E (a.u.): -3066.7753
Energy relative to the best compared isomer or geometry (same formula, charge and spin) (kJ/mol): 525.0
E_HOMO (alpha / beta) (eV): -7.87 / -7.87
E_LUMO (alpha / beta) (eV): -1.1 / -1.1
HOMO-LUMO gap (alpha / beta) (hartree): 0.247 / 0.247

Löwdin atomic charge list, values in e, 6 entries: number 1, C, carries -0.5635; number 2, C, carries -0.5723; number 3, C, carries -0.0699; number 4, C, carries -0.0769; number 5, C, carries -0.6055; number 6, Br, carries 0.5069

---

6.
2 unconnected molecules or ions with the total composition C2H3Br2FSi in a non-equilibrium geometry, computed with the ωB97M-V functional and the def2-TZVPD basis.

The geometry in ORCA input format:
```
! RIJCOSX wB97M-V def2-TZVPD def2/J DEFGRID3
* xyz 0 1
C -0.19353 -1.22199 -1.59706
C -0.40190 -1.22812 -0.31813
F -0.80858 1.53676 2.44068
Si 0.32025 1.10762 1.34067
Br 2.23357 1.19164 2.36250
Br 0.17300 2.72082 -0.20871
H -0.52584 -1.92122 -2.38908
H -0.38140 -0.29911 -2.17486
H -0.41557 -1.88639 0.54400
*
```

Values from the calculation:
Strongest force on any atom (eV/A): 3.4
E (a.u.): -5615.3913
Energy relative to the best compared isomer or geometry (same formula, charge and spin) (kJ/mol): 365.1
E_HOMO (alpha / beta) (eV): -8.69 / -9.00
E_LUMO (alpha / beta) (eV): -1.0 / -1.5
HOMO-LUMO gap (alpha / beta) (hartree): 0.282 / 0.277

Löwdin atomic charge list, values in e, 6 entries: number 1, C, carries -0.1228; number 2, C, carries -0.0426; number 3, F, carries -0.2991; number 4, Si, carries -0.2660; number 5, Br, carries 0.3399; number 6, Br, carries 0.2532

---

7.
A molecular structure, C3H3FOS in a non-equilibrium geometry, computed with the ωB97M-V functional and the def2-TZVPD basis.

The geometry in ORCA input format:
```
! RIJCOSX wB97M-V def2-TZVPD def2/J DEFGRID3
* xyz 0 1
C -1.42593 -0.48927 -0.17681
C -0.59864 0.55292 -0.18599
C 1.61208 0.07223 0.32009
H -1.20362 -1.66453 -0.85720
H -0.71940 1.58886 0.15026
H 1.17900 0.51163 1.59769
O 0.73530 0.39025 -0.74994
F -2.70660 -0.50480 0.03399
S 3.12781 -0.45728 -0.13208
*
```

Values from the calculation:
Strongest force on any atom (eV/A): 5.9
E (a.u.): -689.2391
Energy relative to the best compared isomer or geometry (same formula, charge and spin) (kJ/mol): 375.2
E_HOMO (eV): -9.18
E_LUMO (eV): -0.3
HOMO-LUMO gap (hartree): 0.326

Löwdin atomic charge list, values in e, 6 entries: number 1, C, carries -0.1766; number 2, C, carries -0.1429; number 3, C, carries -0.6969; number 4, H, carries 0.2285; number 5, H, carries 0.1304; number 6, H, carries 0.2056

---

8.
A molecular structure, C3H12BrN6O3Y in a non-equilibrium geometry, computed with the ωB97M-V functional and the def2-TZVPD basis.

The geometry in ORCA input format:
```
! RIJCOSX wB97M-V def2-TZVPD def2/J DEFGRID3
* xyz 1 2
Y -0.83929 -1.99267 4.81288
Br -0.68441 -0.62573 2.20349
C -0.71069 3.32524 1.19138
O -0.82436 4.39831 0.63651
N 0.40398 2.69244 1.55029
N -1.70049 2.69334 1.77802
H 1.32237 2.90390 1.18705
H 0.15781 1.97658 2.21891
H -2.65268 3.02847 1.74472
H -1.56297 1.83114 2.28577
C -0.90954 -2.41530 -1.70292
O -0.48341 -3.29767 -1.00482
N -0.99927 -2.50757 -2.92989
N -1.56100 -1.33746 -1.32380
H -1.52918 -1.75227 -3.34079
H -0.78764 -3.33990 -3.46142
H -2.31095 -1.01027 -1.91594
H -1.58634 -1.13695 -0.33423
C 2.54316 -0.22407 -0.75631
O 3.42336 0.29098 -1.39572
N 1.81600 0.41041 0.07492
N 2.19694 -1.46756 -0.80979
H 1.13299 0.08085 0.74200
H 2.23775 1.31441 0.23303
H 1.37276 -1.64810 -0.25460
H 2.53504 -2.19056 -1.42870
*
```

Values from the calculation:
Strongest force on any atom (eV/A): 9.2
E (a.u.): -3287.7894
Energy relative to the best compared isomer or geometry (same formula, charge and spin) (kJ/mol): 140.7
E_HOMO (alpha / beta) (eV): -11.33 / -11.33
E_LUMO (alpha / beta) (eV): -6.9 / -7.3
HOMO-LUMO gap (alpha / beta) (hartree): 0.164 / 0.149

Löwdin atomic charge list, values in e, 6 entries: number 1, Y, carries 1.4079; number 2, Br, carries -0.0005; number 3, C, carries -0.7419; number 4, O, carries 0.0630; number 5, N, carries 0.1430; number 6, N, carries 0.1271